ORCA calculation (wB97M-V/def2-TZVPD) on C40H40AsBCsF4N5OSSi as an isolated structure in a non-equilibrium geometry.

```
95
Properties=species:S:1:pos:R:3:forces:R:3:mulliken_charge:R:1
Cs -0.68729 0.04544 -1.12280 0.557 1.238 0.303 1.104
N -1.98047 1.19679 4.32804 0.187 0.233 -0.094 -0.285
C -2.21255 1.68687 3.02919 -0.158 -0.597 0.220 0.015
S -2.73570 0.45130 1.91132 0.067 0.225 0.111 -0.296
N -2.02781 2.96359 2.91529 -0.198 0.312 -0.365 -0.893
N -2.25002 3.58546 1.69229 0.130 -0.286 0.434 -0.386
C -1.64360 3.11157 0.68390 0.144 0.183 -0.317 0.556
C -1.76157 3.76990 -0.63692 -0.097 -0.056 0.234 -0.140
C -2.50646 4.93725 -0.81663 0.025 -0.039 -0.069 -0.886
C -2.56081 5.49018 -2.08038 -0.012 -0.001 0.062 -0.465
C -1.87024 4.87804 -3.12011 0.029 -0.036 -0.067 -0.841
C -1.15270 3.72438 -2.84462 0.008 0.082 -0.103 -0.144
N -1.10641 3.17974 -1.63556 0.127 -0.048 0.197 0.383
H -2.53428 0.38075 4.53126 -0.023 0.009 -0.002 0.240
H -2.00987 1.93047 5.02302 -0.039 -0.049 0.028 0.242
H -0.99125 2.23988 0.73911 -0.015 0.200 0.079 0.415
H -3.01789 5.36501 0.03356 -0.011 0.006 0.005 0.472
H -3.13477 6.39365 -2.25308 0.007 -0.005 -0.032 0.392
H -1.88253 5.28086 -4.12426 -0.008 0.020 0.000 0.391
H -0.57884 3.20901 -3.60789 -0.010 0.012 -0.033 0.407
C -5.12106 -0.42551 -3.85164 -0.033 0.046 0.145 -1.187
Si -4.28237 -0.60303 -2.14639 0.184 -0.137 -0.078 -0.065
C -4.04223 1.17418 -1.57669 -0.142 -0.042 -0.075 -0.290
C -5.54683 -1.40025 -0.98542 -0.003 0.094 -0.105 -1.088
N -2.79065 -1.41691 -2.14554 -0.484 -0.290 -0.129 0.541
C -2.57132 -2.70216 -2.44288 -0.011 -0.284 -0.090 0.214
C -3.49341 -3.55759 -3.11328 -0.073 -0.051 -0.037 -0.032
C -3.23471 -4.87640 -3.43236 -0.051 -0.051 -0.037 -1.016
C -2.02674 -5.47434 -3.10091 0.076 -0.044 0.021 -0.663
C -1.08993 -4.69668 -2.42420 -0.084 -0.016 -0.024 -0.346
C -1.34945 -3.37925 -2.11864 0.025 0.127 0.012 -0.482
O -0.39079 -2.66795 -1.37486 0.046 -0.631 -0.097 -0.161
C 0.92010 -2.69428 -1.79372 -0.306 -0.158 -0.014 -0.278
C 1.90048 -2.73806 -0.81323 0.008 -0.068 -0.069 -0.381
C 3.23592 -2.70053 -1.19294 -0.054 0.055 0.073 -0.408
C 3.58121 -2.59464 -2.53013 0.060 0.020 -0.016 -0.473
C 2.58630 -2.53829 -3.49789 0.011 0.008 -0.017 -0.738
C 1.25134 -2.59808 -3.14092 0.069 -0.016 0.106 0.211
H -6.03153 0.17275 -3.74620 -0.036 0.023 -0.030 0.322
H -5.39467 -1.37364 -4.31501 -0.014 -0.065 0.007 0.343
H -4.45703 0.09922 -4.54146 0.058 0.023 -0.019 0.266
H -5.02874 1.64297 -1.50186 -0.024 0.046 -0.019 0.376
H -3.45988 1.76273 -2.28934 0.048 -0.005 -0.056 0.141
H -3.58404 1.26208 -0.58982 0.010 -0.083 0.035 -0.247
H -6.49870 -0.86269 -1.01623 -0.048 0.002 0.006 0.321
H -5.17545 -1.36741 0.03956 0.049 0.016 0.056 0.277
H -5.73369 -2.44374 -1.24475 0.005 -0.054 -0.028 0.338
H -4.44918 -3.13750 -3.39834 -0.026 0.045 0.005 0.132
H -3.99846 -5.44494 -3.95441 0.012 -0.024 -0.002 0.349
H -1.81685 -6.50756 -3.34705 0.003 0.003 0.002 0.361
H -0.13378 -5.11244 -2.12534 -0.001 -0.009 -0.002 0.355
H 1.60520 -2.80987 0.22666 -0.010 -0.013 -0.002 0.540
H 4.00433 -2.72828 -0.42938 0.009 -0.001 -0.009 0.420
H 4.62148 -2.51924 -2.81878 0.010 -0.007 -0.008 0.352
H 2.85311 -2.41300 -4.53898 0.005 0.005 -0.007 0.317
H 0.46021 -2.56331 -3.87747 0.006 0.050 -0.028 0.535
C 6.72131 0.31603 1.56527 0.085 0.000 -0.023 -0.469
C 6.01781 0.45106 2.75563 -0.040 0.007 0.050 -0.647
C 4.63297 0.40677 2.74533 0.006 -0.002 -0.015 -0.147
C 3.94052 0.21846 1.55021 0.002 0.025 0.169 0.008
C 4.64735 0.09998 0.36067 -0.003 0.009 -0.053 -0.485
C 6.03706 0.14674 0.37300 0.010 -0.005 -0.061 -0.868
As 1.98943 0.15280 1.49598 -0.171 -0.138 -0.064 1.117
C 1.66082 -1.27689 2.78707 0.072 0.084 -0.008 0.156
C 2.62018 -2.19787 3.19551 0.037 0.021 -0.010 -0.325
C 2.26924 -3.26194 4.01677 0.083 -0.033 0.003 -0.577
C 0.95742 -3.41368 4.43590 -0.065 -0.045 0.039 -0.495
C -0.00516 -2.50213 4.02471 -0.030 0.045 -0.025 -0.634
C 0.33956 -1.44176 3.19940 -0.092 -0.094 0.046 -0.290
C 1.64536 1.70710 2.61889 0.072 0.095 -0.146 0.088
C 1.59582 2.91755 1.92790 -0.009 0.052 0.048 -0.672
C 1.35687 4.10183 2.60647 0.004 -0.020 -0.068 -0.560
C 1.16158 4.08368 3.97924 -0.011 0.109 -0.007 -0.454
C 1.20808 2.88403 4.66699 0.003 -0.060 0.116 -0.744
C 1.44696 1.69615 3.99114 -0.039 -0.047 0.030 0.045
H 7.80432 0.35502 1.56903 0.011 0.001 -0.002 0.356
H 6.54655 0.59753 3.68998 0.019 0.002 0.007 0.377
H 4.07932 0.52429 3.67133 0.023 -0.002 -0.019 0.368
H 4.11364 -0.00179 -0.57712 -0.027 0.007 0.003 0.550
H 6.57616 0.06272 -0.56206 0.035 -0.002 -0.011 0.440
H 3.64870 -2.08800 2.87158 -0.009 -0.013 0.003 0.323
H 3.02455 -3.97672 4.32323 0.002 0.003 -0.002 0.363
H 0.68163 -4.24806 5.06994 0.002 -0.003 0.006 0.333
H -1.03898 -2.61592 4.32537 -0.016 -0.020 0.020 0.404
H -0.44379 -0.76212 2.87090 0.031 0.036 -0.018 -0.043
H 1.73120 2.93233 0.85026 -0.008 -0.022 -0.007 0.444
H 1.29266 5.03008 2.05308 -0.001 0.027 0.017 0.381
H 0.94401 5.00387 4.50727 -0.004 0.006 0.005 0.320
H 1.03272 2.86389 5.73648 -0.008 0.005 0.000 0.355
H 1.44464 0.75793 4.53264 0.005 -0.004 0.007 0.367
F 2.26547 0.98981 -1.58939 0.039 0.025 -0.014 0.267
B 2.33631 1.38429 -2.95091 -0.027 -0.022 -0.027 0.408
F 3.35394 0.66406 -3.58966 0.118 -0.098 -0.052 -0.433
F 1.09191 1.09840 -3.55856 -0.101 -0.015 -0.024 -0.359
F 2.59878 2.75396 -3.03436 -0.004 0.171 0.023 -0.405
```
Forces are in eV/Å.

The lowest unoccupied orbital energy is 0.1424 Ha. The highest occupied orbital energy comes out at -0.0670 Eh. The total charge is -2. The total energy comes out at -5265.57485 a.u. As for the spin multiplicity: 1.